1.
{"formula": "C4H8NO2S", "method": "ωB97M-V/def2-TZVPD", "mol_weight_g_mol": 134.2, "e_tot_ha": -760.4611, "e_above_lowest_ev": 6.8521, "e_homo_ev": -4.22, "largest_force_ev_per_a": 1.2, "gap_ev": 4.68, "charge": -1, "symbols": ["H", "S", "O", "C", "H", "H", "H", "H", "O", "H", "H", "C", "C", "N", "C", "H"], "positions_angstrom": [[-2.20, -1.76, -0.57], [3.50, -0.78, 0.24], [-2.91, -0.08, 0.35], [-0.62, -0.36, -0.23], [0.56, 2.05, 1.60], [0.33, -0.82, -2.10], [1.62, 0.88, 0.81], [-2.23, -0.17, -1.53], [0.57, 2.07, -0.46], [-1.42, 0.70, 1.05], [3.02, -0.85, 1.49], [0.38, -0.88, -1.02], [-2.13, -0.66, -0.54], [-0.46, 0.41, 0.78], [0.68, 1.45, 0.66], [1.31, -1.19, -0.54]]}

2.
{"formula": "C32H44BF5N6O2S8Se2W", "method": "ωB97M-V/def2-TZVPD", "mol_weight_g_mol": 1248.8, "e_tot_ha": -10304.5142, "e_above_lowest_ev": 0.7442, "e_homo_ev": [-6.67, -6.67], "largest_force_ev_per_a": 1.1, "gap_ev": [5.36, 5.36], "symbols": ["N", "C", "C", "S", "F", "H", "C", "H", "C", "H", "H", "C", "H", "H", "F", "B", "O", "C", "C", "H", "C", "H", "N", "C", "H", "H", "H", "H", "S", "H", "H", "C", "H", "H", "C", "C", "H", "Se", "H", "H", "H", "C", "S", "S", "H", "S", "H", "C", "H", "S", "C", "H", "O", "C", "H", "F", "S", "C", "H", "H", "H", "H", "H", "H", "C", "H", "F", "H", "H", "N", "S", "H", "C", "H", "C", "H", "H", "H", "W", "H", "C", "H", "C", "C", "C", "C", "F", "C", "H", "H", "C", "C", "H", "N", "C", "N", "C", "N", "C", "Se", "C"], "positions_angstrom": [[-1.59, 0.77, 2.17], [4.25, 2.20, 1.42], [-1.60, 2.98, -3.59], [-3.51, -1.34, -3.43], [-1.19, 6.16, -5.36], [6.26, -2.50, -2.11], [1.92, 1.03, 1.18], [0.64, 1.09, 4.14], [2.99, -1.04, -3.12], [-2.59, -4.72, 0.47], [2.84, -3.66, -0.92], [3.05, -2.51, -2.75], [-5.29, 1.56, 0.42], [3.22, -1.94, -0.68], [-3.63, 1.66, -3.64], [-0.35, 0.00, 1.80], [1.00, -3.66, -3.92], [1.31, 1.19, 3.30], [-2.00, 1.86, 1.47], [-2.56, -5.26, 2.98], [-3.81, 3.90, 0.19], [4.64, -3.97, -2.58], [-0.31, -1.44, 2.29], [-0.82, -5.06, 1.73], [-1.10, -4.68, -0.40], [2.85, -4.44, -3.69], [4.82, 4.28, 0.91], [-1.69, -6.83, 2.65], [-4.10, -0.99, -1.51], [0.43, -6.77, 1.24], [-5.89, 1.78, 2.04], [-0.89, -2.43, 1.57], [-2.46, -0.43, 3.73], [-3.68, 4.80, 2.77], [-1.61, -5.16, 0.44], [-2.94, 2.76, -3.92], [1.17, -5.64, 2.44], [1.24, -0.27, -3.42], [-4.62, 4.55, -0.16], [4.11, 1.72, -0.71], [-0.37, -0.15, 0.62], [2.40, -3.44, -3.81], [1.78, 0.88, -0.53], [-1.48, -1.53, -3.12], [3.52, -0.46, -2.36], [-0.33, 1.93, -2.98], [0.48, -3.22, -3.23], [-4.56, 4.18, 2.57], [-1.08, -5.66, 3.85], [-1.00, 2.45, 0.20], [-1.58, -5.75, 2.87], [-6.30, 2.97, 0.78], [5.39, -2.15, -1.96], [3.94, 3.69, 1.20], [4.90, -2.78, -3.84], [0.20, 4.52, -3.86], [-2.85, 0.62, -1.12], [4.55, -2.92, -2.83], [1.08, -5.17, 0.73], [6.25, 2.39, 2.17], [-2.93, 4.52, 0.38], [5.37, 0.98, 2.80], [-4.78, 3.71, 3.53], [3.18, 2.11, 3.98], [-3.55, 1.33, 3.00], [0.64, -4.15, 3.87], [-4.96, 3.34, -4.97], [3.52, 4.13, 2.11], [5.08, 2.60, 3.44], [2.96, 1.57, 1.88], [-1.89, -2.03, 0.20], [3.20, 3.76, 0.38], [5.29, 2.04, 2.53], [-3.55, 3.21, -0.60], [-3.70, 3.67, -4.64], [-1.73, -6.23, 0.16], [2.72, -3.09, -4.79], [1.01, -1.41, 3.97], [-0.50, -0.22, -1.30], [5.74, 2.05, -0.12], [4.79, 1.58, 0.13], [-4.48, 1.42, 3.53], [0.56, -5.71, 1.52], [-3.15, 4.84, -5.10], [0.42, -2.02, 3.32], [0.22, -3.35, 3.25], [-3.82, 5.67, -5.91], [-1.09, 4.20, -4.07], [-5.39, 4.84, 2.30], [3.46, -0.84, -4.09], [-5.50, 2.33, 1.18], [2.64, -2.63, -1.28], [4.96, 0.50, 0.26], [0.94, 0.75, 2.05], [-2.57, 0.44, 3.10], [-3.22, 2.21, 1.96], [-4.25, 3.18, 1.47], [-0.58, -3.63, 2.14], [2.55, 1.70, 3.22], [0.76, -2.42, -0.76], [-1.81, 5.08, -4.82]]}

3.
{"formula": "C7H17O3Sm", "method": "ωB97M-V/def2-TZVPD", "mol_weight_g_mol": 299.6, "e_tot_ha": -1159.9596, "e_homo_ev": [-17.74, -17.84], "largest_force_ev_per_a": 3.2, "multiplicity": 6, "gap_ev": [8.11, 9.48], "charge": 2, "symbols": ["C", "H", "H", "H", "O", "C", "H", "C", "H", "H", "O", "C", "Sm", "H", "H", "H", "C", "H", "H", "H", "H", "C", "H", "C", "H", "H", "H", "O"], "positions_angstrom": [[2.42, 0.41, -1.71], [-1.48, 0.07, 3.92], [-0.94, 0.13, -3.99], [1.62, -1.08, -3.05], [0.45, 1.44, 1.54], [-0.92, -0.51, -3.10], [-1.89, -0.47, -2.59], [-2.92, -0.81, 1.94], [3.45, -0.73, -0.17], [1.41, 0.62, -3.62], [0.08, -0.03, -2.20], [0.16, 1.02, 2.84], [-0.51, 0.53, -0.06], [-2.91, -1.62, 1.20], [2.08, -0.14, 0.58], [0.39, 1.80, 3.59], [-1.31, 0.65, 3.00], [-0.71, -1.55, -3.36], [-1.96, 1.54, 3.01], [-3.06, -1.23, 2.94], [2.29, 1.49, -1.52], [2.43, -0.41, -0.42], [-3.73, -0.10, 1.72], [1.41, -0.04, -2.75], [1.61, -1.27, -0.53], [0.77, 0.13, 3.10], [3.41, 0.34, -2.18], [-1.66, -0.16, 1.87]]}

4.
{"formula": "C16H26N2O7S", "method": "ωB97M-V/def2-TZVPD", "smiles": "NC[C@@H](O)CC1=CC(=O)C=C(CCCCS(=O)(=O)O)C1=O.CN(C)C=O", "mol_weight_g_mol": 390.5, "e_tot_ha": -1659.5845, "e_above_lowest_ev": 0.0000, "e_homo_ev": -8.89, "largest_force_ev_per_a": 0.3, "gap_ev": 7.81, "symbols": ["C", "H", "H", "H", "N", "H", "H", "C", "H", "H", "H", "O", "H", "C", "O", "S", "H", "O", "C", "N", "H", "H", "C", "H", "H", "C", "O", "C", "O", "H", "H", "C", "H", "H", "H", "C", "H", "H", "H", "C", "H", "O", "H", "C", "O", "H", "C", "C", "H", "C", "C", "C"], "positions_angstrom": [[3.42, -2.23, 2.12], [3.64, -1.80, -1.55], [3.38, -2.94, 5.20], [2.87, -0.41, 0.06], [2.86, -2.86, 3.17], [1.84, -2.15, 4.86], [-2.79, 0.82, -3.04], [2.86, -2.29, 4.50], [-4.57, 0.67, 0.83], [2.11, -2.24, -1.41], [2.73, 1.90, -3.21], [-0.90, 5.42, -0.09], [1.59, 4.46, 0.24], [-1.28, 2.02, -0.79], [3.44, -2.67, 0.98], [-4.65, -1.43, 0.41], [2.85, 2.03, 0.25], [-5.22, -0.04, 0.96], [-1.58, 3.15, -0.16], [2.70, -1.48, -1.75], [-3.38, -1.55, -1.54], [-2.54, 3.34, 0.32], [1.19, 2.68, -0.83], [-1.58, -0.01, -1.25], [1.36, -0.18, -0.80], [2.44, -0.30, -0.95], [2.93, 1.00, -2.94], [2.63, 2.21, -0.80], [-5.74, -2.34, 0.57], [-2.65, 0.59, -0.01], [3.85, -1.25, 2.38], [-0.58, 4.25, -0.15], [3.36, -1.33, 4.48], [1.43, -4.08, 2.22], [-5.10, -1.83, -1.81], [-2.20, 0.84, -0.97], [1.85, -4.53, 3.89], [-3.50, 2.12, -2.12], [4.16, 0.88, -1.33], [-3.25, 1.06, -2.08], [-5.28, 0.82, -1.32], [-3.39, -1.68, 1.03], [2.97, -4.87, 2.55], [3.08, 0.95, -1.54], [0.15, 1.36, -2.54], [3.28, 3.05, -1.09], [-4.38, -1.16, -1.35], [-4.55, 0.26, -1.91], [-5.00, 0.15, -2.90], [2.24, -4.16, 2.94], [0.85, 3.82, -0.23], [0.05, 1.94, -1.48]]}